Record 1
12
Properties=species:S:1:pos:R:3:forces:R:3 method="wB97M-V/def2-TZVPD" e_homo_ev=-12.79 total_charge=+1 de_lowest_kj_mol=450.54 homo_lumo_gap_ev=4.1
C -0.6298 0.4203 1.0634 0.3 0.1 0.1
C 1.7626 0.6296 0.1870 -1.5 -1.6 -0.9
C 2.5674 -0.5445 -0.3125 -1.0 0.9 -1.2
N 0.5155 0.5567 0.7298 2.6 -0.5 -0.9
N -3.9276 -0.0775 -0.1287 0.0 0.4 -1.5
H 2.0194 1.6372 -0.1203 0.4 0.2 0.4
H 2.7886 -0.4344 -1.4383 -0.8 0.6 1.1
H 2.1506 -1.5171 -0.2040 -0.9 -0.5 0.5
H 3.6001 -0.6849 -0.0682 0.9 0.8 1.0
H -3.2933 0.6559 -0.3402 0.8 0.7 -1.2
H -4.1711 0.2731 0.7495 -1.0 -0.5 2.1
H -3.3824 -0.9144 -0.1174 0.1 -0.6 0.5

Record 2
25
Properties=species:S:1:pos:R:3:forces:R:3 method="wB97M-V/def2-TZVPD" smiles=CC(C)NC[C@@H](C)[NH3+] e_homo_ev=-12.71 total_charge=+1 de_lowest_kj_mol=205.31 homo_lumo_gap_ev=9.3
C -1.7509 1.3436 1.9899 1.7 -0.2 1.6
C -0.7364 1.6523 0.9142 2.6 1.5 -1.4
C 0.6363 2.1957 1.4326 -0.5 -1.9 0.5
N -0.3969 0.4744 0.0452 -2.7 0.4 -1.3
C 0.5815 -0.5591 0.2565 1.4 1.6 1.0
C 0.9396 -1.2559 -1.0493 1.3 -1.4 -0.9
C 0.5674 -2.7465 -1.0796 -0.9 0.0 2.4
N 0.2032 -0.8554 -2.2968 -1.1 1.0 -0.6
H -1.3197 1.6553 3.0342 -1.3 -0.4 -1.9
H -1.9115 0.2597 2.0055 -0.2 0.2 0.3
H -2.6487 1.8312 1.6948 -0.9 0.4 0.5
H -1.1241 2.4531 0.1728 0.4 -1.4 1.2
H 1.1373 1.3257 1.9602 -0.4 1.2 -0.3
H 1.2921 2.5186 0.6331 0.0 0.1 -0.2
H 0.4979 2.9792 2.1526 0.0 0.4 0.2
H -1.3618 0.0814 -0.1066 1.5 -0.1 0.0
H 1.5947 -0.1125 0.6126 -2.0 -0.6 -0.3
H 0.2639 -1.3066 0.9864 0.2 -0.1 0.1
H 2.1077 -1.1026 -1.2799 -2.8 -0.4 0.3
H 1.3868 -3.2272 -1.4924 1.0 -1.5 -1.4
H 0.5179 -3.1552 -0.0609 0.1 0.2 -0.1
H -0.4394 -3.0116 -1.4902 1.0 0.4 -0.1
H 0.4522 -1.5445 -3.0255 0.1 0.8 0.1
H -0.8374 -0.8702 -2.2614 0.7 -0.5 0.7
H 0.3230 0.1118 -2.5591 0.8 0.5 -0.4

Record 3
83
Properties=species:S:1:pos:R:3:forces:R:3 method="wB97M-V/def2-TZVPD" smiles="COCCC[C@@]1(C[C@@H](C)Cl)OS(=O)(=O)O[C@@H]1ON=O.COCCNCCOC.COCCNCCOC" e_homo_ev=-8.44 homo_lumo_gap_ev=7.3
C -1.5684 -6.0393 -5.0855 0.2 -0.1 0.2
O -0.9804 -5.3761 -6.1803 -0.4 0.0 -0.2
C -1.0718 -3.9642 -6.0964 0.4 -0.3 -0.1
C 0.1953 -3.3593 -5.4637 -0.5 0.2 0.2
C -0.0400 -2.7251 -4.0721 0.6 -0.5 -0.4
C 0.5586 -1.3432 -3.8212 -0.1 0.5 1.4
C -0.3967 -0.1496 -3.8897 -0.1 -0.2 -0.9
C -1.3624 -0.1949 -5.0910 -0.4 0.5 0.6
C -2.7931 -0.4867 -4.6378 0.1 0.3 -0.1
Cl -1.3843 1.4503 -5.8432 0.1 -0.2 -0.3
O 0.9356 -1.3755 -2.3958 0.3 0.1 -0.1
S 2.4319 -0.9214 -2.0882 -1.2 -0.7 0.9
O 2.3718 0.0925 -1.1002 0.4 0.3 -0.4
O 3.1937 -2.0945 -1.8389 0.3 0.1 -0.4
O 2.7181 -0.3269 -3.5202 -0.2 0.1 0.0
C 1.9076 -1.0234 -4.4983 1.4 -0.1 -0.4
O 1.8364 -0.1469 -5.5697 -1.1 0.2 0.0
N 2.1008 -0.8320 -6.8430 -0.2 -0.6 -0.4
O 1.2688 -0.6054 -7.6092 0.6 0.4 0.3
H -0.9471 -5.9444 -4.1882 0.0 0.0 0.1
H -2.5709 -5.6627 -4.8657 0.0 0.1 0.0
H -1.6582 -7.0951 -5.3247 0.1 0.0 -0.1
H -1.9584 -3.6873 -5.5215 -0.1 0.1 -0.1
H -1.1928 -3.6183 -7.1214 0.0 0.1 0.0
H 0.6334 -2.6405 -6.1481 0.0 0.0 -0.1
H 0.9076 -4.1771 -5.3812 0.1 0.0 0.0
H 0.4317 -3.3720 -3.3355 0.0 0.0 0.1
H -1.0987 -2.7302 -3.8229 -0.1 0.2 0.0
H 0.1876 0.7639 -3.9423 0.1 0.0 0.1
H -0.9762 -0.1316 -2.9706 0.0 0.0 0.1
H -1.0528 -0.8977 -5.8587 0.2 0.1 -0.1
H -2.8034 -1.2012 -3.8170 -0.1 -0.3 -0.2
H -3.4231 -0.8024 -5.4651 0.0 -0.2 0.0
H -3.2191 0.4370 -4.2509 0.0 0.0 0.1
H 2.4828 -1.9131 -4.7720 -0.2 -0.2 -0.1
C 1.7745 0.7718 1.8050 0.0 0.2 0.2
O 1.7591 1.0034 3.2067 0.0 -0.2 -0.2
C 2.3601 -0.0411 3.9609 -0.1 0.0 0.3
C 3.6722 0.4062 4.5691 0.1 0.1 -0.2
N 4.6990 0.5797 3.5504 0.0 0.1 0.1
C 5.9161 1.2336 4.0213 0.0 -0.1 -0.2
C 5.8141 2.6674 4.5316 0.2 0.0 0.1
O 5.5025 3.6220 3.5356 -0.1 0.0 0.0
C 4.1260 3.7759 3.2448 0.1 0.1 -0.1
H 1.1366 1.5202 1.3381 0.0 0.0 0.0
H 2.7837 0.8749 1.3990 0.0 -0.1 -0.1
H 1.3824 -0.2192 1.5622 0.0 0.0 0.0
H 2.4932 -0.9418 3.3548 0.1 0.0 -0.1
H 1.6708 -0.2847 4.7753 0.0 0.0 0.0
H 4.0093 -0.3484 5.2864 0.0 0.0 0.0
H 3.4727 1.3339 5.1231 0.0 -0.1 0.1
H 4.3169 1.1247 2.7891 0.0 0.0 0.0
H 6.6215 1.2334 3.1868 0.0 0.0 0.0
H 6.3587 0.6148 4.8089 0.0 0.0 0.0
H 6.8029 2.9462 4.9055 0.0 0.0 0.0
H 5.1253 2.7612 5.3801 -0.1 0.0 -0.1
H 3.5021 3.6049 4.1260 0.0 -0.1 0.0
H 3.8057 3.1099 2.4387 -0.1 0.0 0.1
H 3.9746 4.8005 2.9044 0.0 0.0 0.0
C -5.4854 0.3871 5.0420 -0.1 0.0 -0.1
O -5.5496 1.5574 4.2522 0.1 -0.1 0.1
C -4.7312 2.6257 4.7133 -0.1 0.3 -0.1
C -3.5665 2.8718 3.7788 0.0 -0.2 0.0
N -2.5959 1.7877 3.8413 -0.1 0.1 -0.1
C -1.5636 1.8331 2.8071 -0.1 -0.2 0.1
C -2.0071 1.7078 1.3520 0.2 0.2 -0.1
O -2.5264 0.4376 0.9991 -0.1 0.0 0.0
C -3.8977 0.2386 1.2836 0.1 -0.1 -0.1
H -6.2767 -0.2788 4.7016 0.0 0.0 0.0
H -4.5263 -0.1310 4.9332 0.0 0.0 0.1
H -5.6504 0.6124 6.0997 0.0 0.0 0.0
H -4.3823 2.4434 5.7338 0.0 -0.1 0.0
H -5.3564 3.5229 4.7289 0.0 0.0 0.0
H -3.0736 3.8060 4.0643 0.0 0.0 0.0
H -3.9809 3.0034 2.7696 0.0 0.1 0.0
H -3.0867 0.9069 3.7646 0.0 0.0 0.0
H -0.8719 1.0148 3.0144 0.1 0.1 0.0
H -0.9927 2.7596 2.9226 0.0 0.0 0.0
H -1.1158 1.8384 0.7330 0.0 0.0 0.0
H -2.7047 2.5011 1.0560 -0.1 -0.1 0.1
H -4.4709 1.1652 1.1965 0.0 0.0 0.1
H -4.0467 -0.1873 2.2799 -0.1 0.1 0.0
H -4.2843 -0.4790 0.5590 0.0 0.0 0.0

Record 4
123
Properties=species:S:1:pos:R:3:forces:R:3 method="wB97M-V/def2-TZVPD" e_homo_ev="0.09 / -7.17" total_charge=-1 homo_lumo_gap_ev="1.8 / 9.1" spin_multiplicity=2
C 2.7081 3.0210 -3.2327 -0.4 0.2 -1.4
O 2.9181 4.0724 -4.2086 -0.1 -0.3 0.7
H 3.6563 2.8312 -2.7297 -0.3 -0.2 0.4
H 1.8487 3.2426 -2.5999 0.4 0.5 0.3
H 2.3484 2.1639 -3.8020 0.3 -0.5 0.2
H 3.4042 3.6131 -4.8974 0.0 0.3 -0.3
C -2.1168 -5.0812 1.7487 0.2 -0.2 -0.2
O -3.4094 -4.9445 1.2181 -1.0 -0.2 0.4
H -2.0534 -5.4031 2.7882 -0.8 0.2 0.2
H -1.6338 -5.9112 1.2330 0.7 0.4 -0.3
H -1.6528 -4.0975 1.6772 0.8 -0.3 -0.1
H -3.3588 -5.0865 0.2700 0.0 0.1 0.0
C -3.2244 5.7579 -1.2725 -0.1 -1.0 -0.6
O -4.5161 5.1944 -1.5553 0.3 0.9 0.4
H -3.0196 5.5583 -0.2207 0.1 0.2 -0.1
H -2.5216 5.2304 -1.9174 0.5 -0.1 0.3
H -3.0760 6.8044 -1.5386 -0.5 0.3 0.3
H -4.5357 5.0719 -2.5073 -0.2 -0.1 -0.3
C -5.9206 -0.9406 -2.3634 1.1 0.5 -0.1
O -4.7159 -0.9842 -3.1916 -1.7 -0.7 1.0
H -6.6835 -0.2844 -2.7823 -0.1 -0.3 -0.3
H -6.2956 -1.9488 -2.1871 0.1 0.0 -0.3
H -5.6711 -0.4993 -1.3985 0.1 -0.1 0.2
H -4.5134 -0.0804 -3.4443 0.4 0.7 -0.5
C 4.7186 0.3528 -1.1142 0.5 -1.4 0.8
O 4.9679 -1.0652 -0.9778 0.0 0.5 -0.7
H 4.9471 0.5780 -2.1559 -0.4 0.2 0.1
H 3.7038 0.5727 -0.7824 -0.2 0.2 -0.5
H 5.3755 0.9266 -0.4605 0.3 0.1 0.0
H 5.0276 -1.3298 -0.0570 -0.1 0.5 0.4
C 6.2808 -0.9877 2.4981 1.1 -0.1 -0.9
O 5.0225 -0.6893 1.9463 0.1 -0.4 0.1
H 6.7414 -0.1187 2.9680 -0.2 0.0 0.4
H 6.3329 -1.8647 3.1432 -0.5 0.1 0.3
H 6.9468 -1.2179 1.6665 0.2 -0.1 -0.2
H 4.6889 0.0592 2.4463 -0.6 0.3 0.1
C -3.9265 -3.8416 -4.6302 -0.5 0.5 0.0
O -3.7009 -3.4479 -3.2919 0.5 -1.3 0.4
H -3.0452 -3.6679 -5.2477 0.0 0.3 -0.1
H -4.2031 -4.8858 -4.7761 0.1 -0.3 0.6
H -4.7960 -3.2620 -4.9399 0.2 0.1 -0.8
H -4.1282 -2.5946 -3.1878 0.1 0.6 0.0
C 0.3089 -3.0907 -3.3898 0.8 -0.3 0.7
O 0.4218 -2.7687 -4.7220 0.0 -0.1 -1.3
H 0.1131 -2.1780 -2.8269 -0.5 -0.3 0.5
H -0.4098 -3.8981 -3.2498 -0.3 0.2 0.3
H 1.2892 -3.4470 -3.0733 0.2 -0.3 0.5
H 0.2594 -1.8238 -4.7701 -0.1 0.3 -0.8
C -3.6656 2.2342 -2.5619 -0.4 -0.7 0.9
O -3.9015 1.5695 -3.7994 0.5 0.1 0.6
H -3.3978 1.4840 -1.8179 -0.4 -0.3 0.1
H -2.7974 2.8908 -2.5055 -0.1 0.4 -0.8
H -4.5871 2.7470 -2.2863 0.3 0.2 0.4
H -3.7449 2.2670 -4.4402 0.0 0.3 -1.1
C -3.8439 1.0425 3.6035 0.2 0.3 2.1
O -3.8652 0.5454 2.3480 -0.8 -0.6 -1.9
H -4.4162 0.4207 4.2919 -0.3 -0.2 0.1
H -2.8338 1.0405 4.0133 0.3 0.3 0.1
H -4.2688 2.0419 3.6967 0.1 0.3 -0.2
H -2.9635 0.4278 2.0404 0.4 0.0 -0.2
C -0.9105 0.2384 -3.9087 -0.7 -0.2 1.1
O -0.3418 -0.2829 -5.0942 -0.1 1.1 -0.2
H -1.3507 1.2345 -3.9562 0.1 0.1 -0.7
H -1.7433 -0.4169 -3.6535 0.1 -0.1 0.4
H -0.1774 0.3027 -3.1047 0.1 -0.3 0.1
H -0.2085 0.4900 -5.6477 0.3 -0.1 -0.5
C 1.8494 5.7210 -1.1580 0.0 -1.7 -0.4
O 0.6345 6.4505 -1.1759 1.0 0.5 0.4
H 2.3399 5.6386 -2.1279 -0.2 0.2 -0.3
H 2.6452 5.9951 -0.4655 -0.4 0.7 0.5
H 1.5685 4.7036 -0.8858 0.1 -0.1 0.0
H 0.9424 7.3597 -1.1669 -0.6 0.4 -0.1
C 1.4698 -5.5506 0.9395 -0.6 -2.0 0.5
O 1.3368 -4.3807 1.7516 0.0 0.5 0.2
P 1.5482 -4.4434 3.3541 0.7 -0.4 -0.2
O 2.9274 -4.9019 3.6808 -2.0 0.6 0.2
O 1.1379 -2.9437 3.8889 1.3 -2.8 -1.0
C -0.2124 -2.5753 3.8445 -2.0 0.2 -0.3
O 0.2944 -5.4209 3.8439 1.4 0.2 -0.2
C 0.5718 -6.7533 4.3123 0.5 -1.0 0.5
H 0.5166 -6.0777 0.8989 -0.4 0.4 -0.1
H 2.0921 -6.3379 1.3650 0.6 0.5 0.5
H 1.8120 -5.4900 -0.0936 0.1 1.4 0.2
H -0.9092 -3.4135 3.8506 0.3 -0.3 0.5
H -0.5058 -2.0943 2.9114 0.5 0.6 0.0
H -0.4282 -1.9428 4.7055 0.1 0.1 -0.2
H 1.4918 -7.2170 3.9564 0.4 0.8 -0.3
H -0.1521 -7.5181 4.0311 -0.8 0.8 -0.5
H 0.6245 -6.8341 5.3980 0.0 0.6 0.1
C 0.6293 1.6185 3.6993 -0.1 -1.0 0.0
O 1.6891 2.3947 4.2297 2.1 1.3 0.0
P 3.0666 2.5612 3.4250 -1.0 2.1 0.0
O 3.8873 1.3585 3.2827 0.1 0.5 0.2
O 3.8385 3.8367 4.1314 -0.9 -1.3 -0.9
C 3.0448 5.0433 4.2705 -1.1 -0.7 1.0
O 2.5295 3.2207 2.0279 0.2 -1.0 2.1
C 3.4128 3.1671 0.9464 0.2 -0.1 -2.1
H 0.3269 0.9598 4.5135 -0.3 0.1 -0.1
H 1.0112 0.9801 2.9027 -0.3 0.1 -0.2
H -0.1884 2.2655 3.3817 0.1 -0.2 -0.1
H 3.5724 5.9847 4.1175 0.4 -0.5 -0.4
H 2.6694 5.0220 5.2936 0.2 0.2 0.2
H 2.1312 4.9769 3.6796 0.3 0.3 -0.4
H 4.2504 2.4755 1.0375 0.1 0.2 0.5
H 3.7281 4.1680 0.6518 0.3 0.0 0.3
H 2.8617 2.7861 0.0867 -0.2 -0.1 0.0
C -0.6830 2.7393 -0.1788 0.7 1.7 0.8
O -0.8802 1.4354 -0.6024 0.1 -2.3 0.3
P -0.5895 0.1989 0.4014 1.4 0.3 -1.9
O -1.2873 0.2932 1.6811 0.0 0.1 0.7
O 1.0059 0.0980 0.4855 0.2 -0.4 0.4
C 1.7269 -1.1953 0.5706 -0.4 -0.4 -0.4
O -0.9462 -1.0399 -0.4945 0.7 0.6 -0.2
C -2.3207 -1.3794 -0.5266 -1.0 -1.0 0.2
H -1.5992 3.2394 0.1352 -0.2 -0.2 -0.1
H -0.2156 3.3441 -0.9558 -0.3 -0.2 -0.4
H 0.0318 2.7747 0.6434 0.0 0.1 0.3
H 1.2613 -1.9102 1.2490 -0.6 0.2 -0.3
H 2.7503 -1.1887 0.9457 0.0 1.4 0.1
H 1.8071 -1.5899 -0.4423 -0.3 -0.1 0.1
H -2.4012 -2.2632 0.1062 -0.5 0.2 0.2
H -2.6750 -1.6864 -1.5106 0.5 0.3 -0.2
H -2.9259 -0.5491 -0.1626 -0.2 -0.2 0.0

Record 5
107
Properties=species:S:1:pos:R:3:forces:R:3 method="wB97M-V/def2-TZVPD" e_homo_ev="-6.70 / -6.74" de_lowest_kj_mol=84.55 homo_lumo_gap_ev="6.7 / 6.6" spin_multiplicity=4
Co -0.0959 0.7924 0.3591 0.5 0.1 -0.5
C 2.1274 1.3774 7.0891 0.0 0.1 -0.2
C 2.2922 2.2586 5.8409 0.1 0.1 0.2
C 1.7588 3.6659 6.1325 0.0 -0.1 -0.1
C 3.7846 2.3721 5.4989 -0.2 0.0 0.0
C 1.5336 1.6598 4.6717 -0.6 0.0 -0.3
C 0.1912 1.9741 4.3925 0.6 -0.1 0.4
C -0.4178 1.4948 3.2622 -0.2 -0.4 -0.4
N 0.1938 0.7308 2.3378 1.2 -0.5 2.1
C 1.4708 0.3795 2.6279 -1.2 0.7 0.7
C 2.1398 0.8065 3.7697 0.0 -0.2 -0.1
C 2.1755 -0.3602 1.6061 0.6 -0.7 -1.2
C 3.0929 -1.3510 1.9337 -0.4 0.4 0.1
C 3.7586 -2.0462 0.9441 -0.1 0.1 -0.6
C 3.5310 -1.6133 -0.3696 0.2 -0.2 0.5
C 2.5930 -0.6320 -0.6204 -0.1 0.2 -0.1
N 1.8738 -0.0391 0.3320 0.7 -0.4 0.7
C 4.5334 -3.2989 1.2987 0.1 -0.2 0.0
C 5.3476 -3.1179 2.5867 -0.1 0.0 -0.2
C 5.4689 -3.7630 0.1793 -0.2 0.1 0.1
C 3.4587 -4.3752 1.5231 0.1 0.0 0.0
H 2.7049 1.7863 7.9163 0.1 0.1 0.1
H 2.4791 0.3664 6.8934 0.0 -0.1 0.0
H 1.0834 1.3297 7.3900 -0.1 -0.1 0.0
H 2.4346 4.1821 6.8091 0.0 0.1 0.1
H 0.7801 3.6297 6.6030 -0.1 0.1 0.0
H 1.6823 4.2371 5.2100 0.0 0.2 -0.1
H 4.2808 3.0120 6.2241 0.1 0.0 0.1
H 3.9156 2.8062 4.5109 0.1 0.1 -0.1
H 4.2752 1.4030 5.5242 0.1 -0.1 0.0
H -0.3777 2.6041 5.0557 -0.1 0.1 0.0
H -1.4457 1.7495 3.0526 -0.1 0.0 -0.1
H 3.1659 0.5006 3.8966 0.1 0.0 0.0
H 3.2065 -1.6020 2.9760 0.1 -0.1 0.1
H 4.0607 -2.0524 -1.1975 0.0 -0.1 -0.1
H 2.3955 -0.3186 -1.6370 -0.2 0.0 0.0
H 5.9998 -2.2501 2.5139 0.1 0.1 0.0
H 5.9619 -4.0003 2.7540 0.0 -0.1 0.0
H 4.7007 -2.9989 3.4517 0.0 0.0 0.1
H 6.1678 -2.9797 -0.1031 0.1 0.1 -0.1
H 4.9046 -4.0691 -0.6986 0.0 0.0 -0.1
H 6.0397 -4.6229 0.5257 0.0 -0.1 0.0
H 2.7680 -4.0640 2.3019 -0.1 0.0 0.1
H 3.9116 -5.3203 1.8134 0.1 -0.1 0.0
H 2.8851 -4.5244 0.6112 -0.1 -0.1 -0.1
C -2.5651 -4.8312 -4.4262 0.1 0.2 -0.1
C -1.9058 -3.6194 -5.0967 0.0 -0.1 -0.1
C -0.5515 -4.0345 -5.6898 -0.2 0.0 0.0
C -2.8267 -3.1646 -6.2335 0.2 -0.1 0.2
C -1.6536 -2.5109 -4.0890 -0.1 0.1 0.2
C -1.1302 -2.7886 -2.8341 -0.1 -0.1 -0.2
C -0.8520 -1.7617 -1.9646 0.0 0.2 0.1
Br -0.2606 -2.2685 -0.2079 -0.1 -0.1 -0.1
C -1.0174 -0.3818 -2.2493 -0.1 -0.7 -0.5
O -0.6272 0.5326 -1.4325 -0.2 0.2 -0.6
C -1.6411 -0.1190 -3.5120 0.3 -0.1 0.3
C -1.9162 -1.1753 -4.3640 0.1 -0.3 0.1
C -2.1732 1.2431 -3.9500 -0.1 0.2 0.0
C -1.9773 1.4654 -5.4612 0.0 0.0 0.2
C -1.5439 2.4341 -3.2271 -0.1 0.0 0.1
C -3.6812 1.2146 -3.6523 0.2 0.1 0.0
H -2.7859 -5.5901 -5.1744 0.0 -0.1 -0.1
H -3.4953 -4.5363 -3.9457 -0.1 0.0 0.1
H -1.9179 -5.2789 -3.6783 0.1 -0.1 0.1
H -0.6864 -4.8370 -6.4127 0.0 -0.1 -0.1
H 0.1199 -4.3783 -4.9065 0.1 -0.1 0.1
H -0.0849 -3.1888 -6.1913 0.1 0.1 0.0
H -3.0388 -4.0084 -6.8868 0.0 -0.1 -0.1
H -2.3619 -2.3879 -6.8351 0.0 0.1 -0.1
H -3.7694 -2.7928 -5.8373 -0.1 0.1 0.0
H -0.9477 -3.8028 -2.5170 0.0 -0.1 0.0
H -2.3814 -0.9420 -5.3024 -0.1 0.1 -0.2
H -0.9734 1.1824 -5.7689 0.1 0.0 -0.1
H -2.1241 2.5168 -5.6962 0.0 0.1 0.0
H -2.6964 0.9039 -6.0531 0.0 -0.1 -0.1
H -0.4816 2.5013 -3.4489 0.2 0.0 0.1
H -1.6596 2.3543 -2.1525 0.1 0.0 0.0
H -2.0284 3.3537 -3.5555 0.0 0.1 -0.1
H -4.1643 0.3996 -4.1882 -0.1 -0.1 -0.1
H -4.1471 2.1518 -3.9500 -0.1 0.2 -0.1
H -3.8520 1.0625 -2.5906 0.0 0.0 0.0
C 1.6171 4.4591 1.8470 0.3 -0.1 0.1
C 0.4724 5.2318 1.9639 0.0 0.2 0.1
C -0.7281 4.7587 1.4751 -0.4 -0.2 -0.1
C -0.7847 3.5021 0.8733 1.0 0.5 0.2
C 0.3717 2.7197 0.7334 -0.4 0.0 -0.4
C 1.5639 3.2133 1.2402 -0.1 0.5 0.0
C -2.0402 2.8724 0.4898 -0.1 -1.1 0.3
C -3.1536 3.5882 0.0237 -0.7 0.1 -0.1
C -4.2960 2.9193 -0.3266 0.6 0.1 0.2
C -4.3447 1.5150 -0.1874 0.3 -0.1 0.2
C -5.4709 0.7468 -0.5361 -0.1 -0.2 0.1
C -5.4786 -0.6090 -0.3378 -0.3 0.4 -0.3
C -4.3725 -1.2436 0.2367 0.4 0.1 0.2
C -3.2572 -0.5208 0.5751 -0.1 -0.4 0.1
C -3.1950 0.8629 0.3359 -0.6 0.3 -0.2
N -2.0589 1.5413 0.6365 -0.6 1.1 -0.1
H 2.5513 4.8159 2.2578 0.1 0.1 0.0
H 0.5073 6.1912 2.4592 0.0 0.1 0.0
H -1.6345 5.3285 1.6259 -0.1 0.2 0.0
H 2.4600 2.6071 1.2015 0.2 0.0 -0.1
H -3.0794 4.6617 -0.0681 0.0 0.0 -0.1
H -5.1583 3.4497 -0.6995 -0.1 0.1 -0.1
H -6.3234 1.2493 -0.9719 -0.1 0.0 0.0
H -6.3400 -1.1902 -0.6279 -0.1 -0.1 0.0
H -4.4056 -2.3088 0.4168 0.1 -0.1 0.0
H -2.4147 -0.9980 1.0519 0.1 0.0 -0.1

Record 6
11
Properties=species:S:1:pos:R:3:forces:R:3 method="wB97M-V/def2-TZVPD" e_homo_ev="-10.42 / -10.42" de_lowest_kj_mol=390.55 homo_lumo_gap_ev="8.8 / 8.8"
C 1.2528 -1.5100 -0.0449 0.2 -0.7 -0.3
C -0.6803 0.1130 0.1750 0.3 -0.1 0.1
C -0.2493 1.2681 -0.6615 -0.5 0.4 -0.4
C 0.7063 -0.4036 0.6099 0.4 4.1 -1.9
N 1.6324 -2.4284 -0.6205 0.1 -0.2 0.0
N -1.8149 -0.3139 0.4422 -0.7 0.0 0.0
O 1.1516 1.1889 -0.4940 -0.2 -3.2 2.3
H -0.5367 1.1368 -1.7143 -0.1 0.0 0.1
H -0.6438 2.2322 -0.3156 -0.1 -0.1 0.0
H 1.0616 -0.1405 1.5960 0.0 -0.1 0.1
H -1.8796 -1.1425 1.0276 0.3 0.0 0.0

Number 1: F_max 2.80 eV/Å. Number 2: F_max 3.31 eV/Å. Number 3: F_max 1.65 eV/Å. Number 4: F_max 3.29 eV/Å. Number 5: F_max 2.46 eV/Å. Number 6: F_max 4.49 eV/Å.